Record 1
{"formula": "C9H12BI2NO4Pt", "method": "wB97M-V/def2-TZVPD", "symbols": ["C", "C", "I", "C", "I", "C", "C", "B", "O", "N", "C", "C", "C", "O", "O", "C", "O", "H", "H", "H", "H", "H", "H", "H", "H", "H", "H", "H", "H", "Pt"], "positions_angstrom": [[3.2922, 0.0463, 0.7826], [2.1347, 0.9691, 0.4317], [0.7573, 1.0747, 2.0963], [1.3073, 0.6222, -0.7838], [2.2324, 1.1296, -2.6501], [0.7994, -0.7619, -0.8379], [-0.4706, -1.0691, -0.9360], [-1.7131, -0.1454, -0.9885], [-2.2318, 0.2876, -2.1319], [-2.3373, 0.3418, 0.3003], [-1.8492, 1.5479, 0.7088], [-2.4192, -0.6477, 1.3701], [-0.5695, -2.5901, -0.9835], [-1.4245, -3.2521, -1.4533], [0.6181, -3.0293, -0.4177], [1.5518, -2.0933, -0.8218], [2.6699, -2.3131, -1.1590], [3.9550, 0.5517, 1.4633], [2.9162, -0.8624, 1.2236], [3.8481, -0.2484, -0.0975], [2.5430, 1.9531, 0.2778], [0.4355, 1.2557, -0.7242], [-1.5181, 0.3685, -2.7789], [-1.7340, 2.1791, -0.2330], [-0.8624, 1.4856, 1.3109], [-2.6537, 2.0612, 1.3670], [-2.0925, -1.6290, 1.0669], [-1.9255, -0.3170, 2.2730], [-3.4726, -0.7438, 1.6381], [-1.7871, 3.8282, 0.6867]], "forces_ev_per_a": [[-0.8, 0.1, 0.5], [1.5, -0.3, -1.4], [1.3, -0.3, 1.4], [-0.1, -0.1, 0.0], [0.2, 0.0, 0.2], [0.8, -0.3, 0.1], [-1.4, -0.6, 0.4], [-0.6, -0.3, -1.2], [0.4, 1.0, 0.5], [2.5, -0.4, 1.0], [-4.4, 1.4, -2.9], [-1.5, 0.0, 0.2], [-0.1, 0.7, 0.3], [0.1, -0.1, 0.5], [0.3, -0.8, -1.1], [1.0, 0.6, -0.1], [-0.8, 0.0, 0.6], [0.3, 0.0, 0.3], [0.1, -0.5, 0.3], [0.0, 0.2, -0.4], [-0.3, 0.7, 0.4], [-0.3, 0.4, -0.5], [-0.4, -0.4, -0.8], [0.3, -0.1, -0.3], [1.1, 0.0, 1.1], [0.8, 0.3, 0.7], [0.2, -0.2, -0.2], [0.3, 0.1, 0.2], [-0.2, -0.1, 0.1], [-0.3, -0.9, 0.1]], "nbo_charge": [-0.668, -0.245, 0.599, -0.422, 0.298, -0.055, -0.466, 1.087, -0.792, -0.369, -0.463, -0.452, 0.771, -0.423, -0.473, 0.753, -0.434, 0.256, 0.228, 0.291, 0.260, 0.198, 0.530, 0.220, 0.160, 0.315, 0.258, 0.224, 0.288, 0.528], "mol_weight_g_mol": 657.90, "charge": 2}


Record 2
{"formula": "C9H12Cl2FN", "method": "wB97M-V/def2-TZVPD", "symbols": ["F", "C", "C", "Cl", "C", "C", "C", "H", "H", "H", "H", "Cl", "C", "C", "C", "C", "N", "H", "H", "H", "H", "H", "H", "H", "H"], "positions_angstrom": [[4.8159, -1.5296, -0.2859], [3.8267, -0.6483, -0.1718], [2.5490, -0.8987, 0.1356], [1.8524, -2.4337, 0.4652], [1.8152, 0.3747, 0.1488], [2.6606, 1.3720, -0.1511], [4.0400, 0.8159, -0.3878], [0.7575, 0.4485, 0.3705], [2.4203, 2.4261, -0.2205], [4.7805, 1.2207, 0.3145], [4.4053, 1.0226, -1.4019], [-5.1901, -0.9260, 0.0032], [-3.5696, -1.4464, -0.5691], [-2.6637, -0.2646, -0.8707], [-2.3187, 0.5546, 0.3489], [-1.2012, 0.1682, 1.2390], [-1.0519, 1.2745, 0.2933], [-3.1498, -2.0764, 0.2196], [-3.7392, -2.0549, -1.4585], [-1.7332, -0.6529, -1.2950], [-3.1286, 0.3665, -1.6319], [-3.1608, 1.0478, 0.8224], [-1.2878, 0.3870, 2.3005], [-0.6045, -0.7120, 1.0074], [-1.1244, 2.1646, 0.7754]], "forces_ev_per_a": [[0.1, -0.1, 0.0], [-0.3, 0.2, 0.0], [0.3, 0.2, -0.1], [0.0, 0.0, 0.0], [0.1, 0.0, 0.1], [0.0, -0.1, 0.0], [0.1, 0.0, 0.0], [0.7, 0.1, -0.3], [0.0, -0.2, 0.0], [-0.1, -0.1, -0.1], [0.0, 0.0, 0.1], [0.0, 0.0, 0.0], [0.2, -0.1, 0.0], [0.0, -0.1, 0.1], [-0.2, -0.2, -0.1], [-0.3, -0.3, 0.3], [-0.3, 0.4, 0.1], [-0.1, 0.1, -0.1], [0.0, 0.1, 0.1], [0.0, 0.0, 0.0], [0.0, 0.0, 0.0], [0.0, 0.0, 0.0], [0.0, 0.0, -0.2], [-0.2, 0.0, 0.0], [0.0, 0.0, 0.0]], "nbo_charge": [-0.303, 0.401, -0.171, 0.020, -0.235, -0.185, -0.514, 0.260, 0.217, 0.248, 0.248, -0.089, -0.350, -0.430, -0.083, -0.282, -0.602, 0.213, 0.219, 0.226, 0.219, 0.207, 0.205, 0.201, 0.360], "e_above_lowest_kcal_mol": 0.0, "smiles": "FC1=C(Cl)C=CC1.ClCC[C@H]1CN1", "mol_weight_g_mol": 224.11}


Number 1: HOMO-LUMO gap 4.25 eV, E_HOMO -0.5961 Ha. Number 2: HOMO-LUMO gap 9.26 eV, E_HOMO -0.3117 Ha.